1.
Molecular formula: C11H15FN5OPdS2
Method: DFT, wB97M-V/def2-TZVPD

Geometry as XYZ:
```
36
Properties=species:S:1:pos:R:3:lowdin_charge:R:1
Pd -0.5839 -0.5723 -0.7299 0.661
N 0.2932 -1.8803 -4.6795 0.036
C 0.3890 -1.2490 -3.4564 -0.842
S 0.1393 -2.2779 -2.0348 0.527
N 0.7015 0.0023 -3.4102 -0.004
N 0.8603 0.3358 -2.0592 -0.150
C 1.5709 1.3579 -1.7788 -0.096
C 2.0213 1.7111 -0.4514 -0.157
C 2.7735 2.8909 -0.3523 -0.089
C 3.3740 3.3043 0.8159 -0.145
C 3.2257 2.4846 1.9465 -0.132
C 2.4982 1.3245 1.8929 -0.043
C 1.8461 0.8661 0.7000 -0.404
O 1.1984 -0.2295 0.7159 -0.150
H -0.3229 -2.6744 -4.6938 0.057
H 0.2082 -1.2499 -5.4607 0.078
H 1.9266 1.9680 -2.6129 0.116
H 2.8836 3.4937 -1.2501 0.096
H 3.9499 4.2196 0.8566 0.076
H 3.7003 2.7700 2.8808 0.086
H 2.3868 0.6937 2.7675 0.095
F -1.2630 1.1838 -0.1602 -0.537
C -3.6574 0.4581 1.1335 -0.132
N -2.7169 -0.5863 1.5196 -0.075
C -2.1858 -1.4517 0.5885 -0.924
S -2.7859 -1.6061 -1.0065 0.612
N -1.3989 -2.4314 1.1669 -0.087
C -1.5275 -2.8061 2.5600 -0.101
H -4.1290 0.8328 2.0438 0.073
H -4.4215 0.0225 0.4936 0.049
H -3.1618 1.2607 0.5920 0.057
H -2.0014 -0.2545 2.1546 0.129
H -1.1457 -3.1623 0.5260 0.085
H -2.5711 -2.8176 2.8860 0.078
H -0.9711 -2.1300 3.2131 0.077
H -1.1031 -3.8010 2.6831 0.079
```

Summary:
- HOMO-LUMO gap: 6.540 eV
- ΔE to the lowest compared entry with this formula, charge and spin: 144.1 kJ/mol
- Total charge: -1

***

2.
Molecular formula: C14H37GeN4Ti
Method: DFT, wB97M-V/def2-TZVPD

Geometry as XYZ:
```
57
Properties=species:S:1:pos:R:3:mulliken_spin:R:1
Ti -1.7498 0.6945 0.1917 1.032
N -2.9743 2.4457 0.1671 -0.012
C -4.3902 1.9947 0.4752 0.013
C -4.6309 0.6462 -0.1793 0.002
N -3.5901 -0.3464 0.2656 -0.058
C -3.4584 -1.5135 -0.6751 0.004
C -2.9695 -1.0671 -2.0380 0.007
N -1.8768 -0.0212 -1.8474 -0.006
C -3.8821 -0.8639 1.6570 0.013
C -2.6097 -0.9148 2.4802 -0.004
N -1.9260 0.4247 2.3228 -0.002
H -2.7233 3.2149 0.7965 0.006
H -2.9752 2.8929 -0.7570 0.004
H -5.1087 2.7237 0.0989 0.001
H -4.5040 1.9624 1.5586 -0.002
H -4.5753 0.7487 -1.2636 -0.004
H -5.6310 0.2709 0.0515 0.003
H -4.4157 -2.0359 -0.7528 0.003
H -2.7488 -2.2123 -0.2206 -0.004
H -3.7576 -0.6321 -2.6484 -0.001
H -2.5753 -1.9148 -2.5958 -0.001
H -2.0775 0.7512 -2.4915 0.000
H -1.0011 -0.4029 -2.2161 0.002
H -4.3467 -1.8489 1.5955 0.001
H -4.6088 -0.2009 2.1272 -0.001
H -1.9118 -1.6889 2.1515 -0.005
H -2.8522 -1.1089 3.5259 0.002
H -1.0713 0.4330 2.8885 0.000
H -2.5143 1.1342 2.7712 0.002
C 4.4163 -3.4892 -1.1828 0.000
C 4.6475 -2.7875 0.1433 0.001
C 3.7877 -1.4824 0.3065 0.000
C 2.2613 -1.8581 0.3600 0.001
Ge 1.9367 -0.0128 0.6703 -0.008
C 1.3562 1.3367 -0.5942 0.012
C 2.5515 1.9472 -1.4515 0.004
C 3.3582 2.9850 -0.6861 -0.001
C 4.3142 2.3722 0.3276 0.000
H 5.2540 -4.1551 -1.3874 0.000
H 4.3652 -2.7837 -2.0156 0.000
H 3.5175 -4.1069 -1.1785 0.000
H 5.6842 -2.4671 0.2500 0.000
H 4.4164 -3.4316 0.9928 0.000
H 4.0120 -0.8471 -0.5628 0.000
H 4.1387 -0.9898 1.2237 0.000
H 2.0424 -2.5305 1.1854 -0.001
H 1.9467 -2.2621 -0.5984 0.000
H 2.2621 0.4679 2.0769 0.001
H 0.9153 2.1757 -0.0336 0.004
H 0.6471 0.9258 -1.3293 -0.008
H 2.0914 2.3666 -2.3464 0.002
H 3.1949 1.1297 -1.7845 -0.002
H 2.6910 3.7085 -0.2088 0.000
H 3.9257 3.5543 -1.4253 0.002
H 3.7958 1.9562 1.2034 0.000
H 4.9952 3.1192 0.7339 0.000
H 4.9313 1.5938 -0.1277 0.000
```

Summary:
- Multiplicity: 2
- HOMO-LUMO gap (spin up / spin down): 5.717 / 6.094 eV
- ΔE to the lowest compared entry with this formula, charge and spin: 68.7 kJ/mol
- Total charge: +4

***

3.
Molecular formula: C2H7NOS2
Method: DFT, wB97M-V/def2-TZVPD

Geometry as XYZ:
```
13
Properties=species:S:1:pos:R:3:mulliken_spin:R:1
C -3.2875 -0.0525 -1.1701 0.011
S -2.5780 0.4277 0.5211 0.671
S -2.2291 -1.0169 1.9587 0.253
H -3.6503 -1.0762 -1.0600 0.000
H -3.9677 0.6405 -1.6575 0.004
H -2.3143 -0.0634 -1.6960 0.042
H -0.9151 -0.7297 1.8299 0.018
C 2.5931 0.1394 -0.0932 0.000
N 3.8242 0.4602 0.3948 0.000
O 1.8702 -0.5215 0.6440 0.000
H 2.2739 0.4287 -1.1008 0.000
H 3.9128 0.2060 1.3645 0.000
H 4.4678 1.1577 0.0645 0.000
```

Summary:
- Multiplicity: 2
- HOMO-LUMO gap (spin up / spin down): 7.605 / 4.620 eV
- ΔE to the lowest compared entry with this formula, charge and spin: 50.0 kJ/mol
- Total charge: +1

***

4.
Molecular formula: C5H8N2
Method: DFT, wB97M-V/def2-TZVPD

Geometry as XYZ:
```
15
Properties=species:S:1:pos:R:3:lowdin_charge:R:1
C 0.7630 -1.8968 0.4202 -0.116
C -1.7223 0.8664 0.2990 -0.012
C -0.3943 0.2116 0.0800 -0.388
C 0.2874 0.0678 -1.2570 0.010
N -0.3496 -1.1615 -0.1574 0.021
N 1.2277 2.1998 -0.4119 0.104
C 0.8732 0.9775 -0.3452 -0.307
H 1.5790 2.5310 0.4885 0.050
H 0.8453 -0.5378 -1.9488 0.132
H 0.4096 -2.3648 1.3463 0.083
H 1.0726 -2.6994 -0.2545 0.080
H 1.6422 -1.2850 0.6537 0.084
H -2.1826 0.4920 1.2181 0.082
H -1.6376 1.9511 0.3891 0.082
H -2.4136 0.6484 -0.5203 0.095
```

Summary:
- HOMO-LUMO gap: 8.806 eV
- ΔE to the lowest compared entry with this formula, charge and spin: 605.6 kJ/mol
- SMILES: [H]/N=C1/[C@H]2N(C)[C@@]12C

***

5.
Molecular formula: C4H13NO2
Method: DFT, wB97M-V/def2-TZVPD

Geometry as XYZ:
```
20
Properties=species:S:1:pos:R:3:lowdin_charge:R:1
N 1.3725 -0.1603 2.1238 -0.010
C 2.0534 0.0600 0.8207 -0.265
C -0.5456 -1.4210 -1.6685 -0.105
C 0.2577 -1.1502 -0.4023 -0.179
C 1.0768 -0.1083 -0.3202 -0.128
H 1.3241 -1.1610 2.2975 0.057
H 1.9945 0.1909 2.8440 0.058
H 2.8955 -0.6222 0.6839 0.104
H 2.4083 1.0905 0.8334 0.105
H -1.2364 -0.6216 -1.9206 0.056
H 0.1288 -1.7905 -2.4388 0.074
H -1.2099 -2.2771 -1.5094 0.070
H 0.1652 -1.9425 0.3338 0.104
H 0.9156 0.6727 -1.0417 0.082
H -1.5947 1.5796 -0.9996 0.008
H -0.1863 2.1079 -1.1054 0.006
O -1.0329 2.3113 -0.6980 -0.067
H -1.6200 0.1251 0.5860 0.036
H -3.1812 0.4564 0.5858 0.061
O -2.4519 0.0571 0.0955 -0.066
```

Summary:
- HOMO-LUMO gap: 10.384 eV
- ΔE to the lowest compared entry with this formula, charge and spin: 132.8 kJ/mol
- SMILES: C/C=C/CN.O.O

***

6.
Molecular formula: C3H9OPS
Method: DFT, wB97M-V/def2-TZVPD

Geometry as XYZ:
```
15
Properties=species:S:1:pos:R:3:lowdin_charge:R:1
C 0.6656 1.7349 -0.3398 -0.184
C -0.6295 -1.8290 -0.9524 -0.481
C 0.6250 1.2649 1.0703 -0.477
O -1.5366 0.3454 0.1571 -0.668
P 0.3188 -1.8818 0.5897 0.676
S -0.7438 0.1082 1.3520 0.709
H 1.4100 1.2010 -1.0260 0.096
H -0.2368 1.6592 -0.8907 0.041
H 1.1175 2.7288 -0.5846 0.087
H -1.7790 -1.5526 -0.8357 0.079
H -0.3943 -0.8860 -1.5121 0.028
H -0.3751 -2.7409 -1.5101 0.023
H 0.3474 2.0154 1.7704 0.045
H 1.6409 0.7986 1.4411 0.117
H -0.4301 -2.9661 1.2708 -0.092
```

Summary:
- HOMO-LUMO gap: 8.978 eV
- ΔE to the lowest compared entry with this formula, charge and spin: 385.8 kJ/mol
- SMILES: CCS(=O)#[PH]C